No. 1
Formula: C15H24AuCl2SSb
Source: the OMol25 dataset
Level of theory: ωB97M-V/def2-TZVPD

```
! RIJCOSX wB97M-V def2-TZVPD def2/J DEFGRID3
* xyz 0 1
Au 0.563 0.364 -1.897
Cl 2.810 -2.137 -2.179
C 1.636 -2.731 -3.318
C 1.465 -4.104 -3.376
C 0.552 -4.644 -4.264
C -0.184 -3.806 -5.081
C -0.007 -2.434 -5.001
Cl -0.978 -1.450 -6.048
C 0.905 -1.836 -4.118
S 1.133 -0.084 -4.099
H 2.057 -4.736 -2.729
H 0.418 -5.716 -4.320
H -0.904 -4.202 -5.783
C 1.227 1.858 3.162
C 1.405 1.837 1.649
C 1.568 3.241 1.069
Sb -0.111 0.797 0.529
C -0.433 -1.056 1.573
C -1.239 -0.932 2.861
C 0.914 -1.745 1.781
C -1.958 1.877 0.770
C -2.142 2.515 2.144
C -2.103 2.902 -0.353
H 2.086 2.352 3.625
H 1.158 0.856 3.586
H 0.335 2.413 3.456
H 2.300 1.258 1.404
H 0.689 3.859 1.266
H 1.732 3.222 -0.010
H 2.425 3.740 1.529
H -1.009 -1.639 0.850
H -0.724 -0.323 3.607
H -1.395 -1.921 3.300
H -2.222 -0.492 2.689
H 1.550 -1.185 2.470
H 1.456 -1.865 0.840
H 0.767 -2.740 2.208
H -2.716 1.099 0.633
H -1.416 3.313 2.307
H -2.043 1.797 2.959
H -3.137 2.963 2.216
H -1.338 3.679 -0.280
H -3.077 3.394 -0.289
H -2.016 2.444 -1.338
*
```

For the highest occupied orbital energy, the calculation gives -7.6 eV. Its energy relative to the best compared isomer or geometry (same formula, charge and spin) is 0.0 kcal per mole. The calculation puts the LUMO energy at 0.48 eV.

***

No. 2
Formula: C15H24Br6ClN2
Source: the OMol25 dataset
Level of theory: ωB97M-V/def2-TZVPD

```
! RIJCOSX wB97M-V def2-TZVPD def2/J DEFGRID3
* xyz 1 1
C 1.612 3.525 5.241
C 0.903 3.504 4.117
C 1.062 2.396 3.163
C 0.384 1.187 3.391
N 0.407 0.140 2.616
N 1.174 0.292 1.539
C 1.885 1.355 1.216
C 2.697 1.271 -0.045
C 2.750 2.555 -0.865
C 3.928 2.537 -1.842
Cl 4.084 0.956 -2.643
C 1.842 2.478 2.049
H 1.482 4.330 5.939
H 2.308 2.730 5.445
H 0.202 4.290 3.897
H -0.225 1.104 4.275
H 1.185 -0.502 0.909
H 2.191 0.537 -0.665
H 3.680 0.877 0.191
H 1.858 2.634 -1.473
H 2.884 3.446 -0.265
H 3.749 3.265 -2.620
H 4.869 2.799 -1.380
H 2.402 3.363 1.825
Br -1.712 -1.395 -5.219
C 0.011 -0.500 -5.209
C 0.619 -0.532 -3.834
Br -0.249 0.737 -2.635
H -0.151 0.505 -5.583
H 0.635 -1.052 -5.908
H 1.665 -0.235 -3.865
H 0.528 -1.507 -3.365
Br -1.162 -3.813 -2.097
C -3.024 -3.735 -2.658
C -3.855 -4.783 -1.970
Br -3.545 -6.551 -2.716
H -3.026 -3.839 -3.738
H -3.365 -2.737 -2.390
H -4.914 -4.584 -2.121
H -3.647 -4.850 -0.908
Br -1.994 -1.370 0.532
C -2.471 -2.018 2.307
C -3.672 -1.307 2.874
Br -3.207 0.490 3.454
H -1.588 -1.890 2.924
H -2.678 -3.079 2.185
H -4.030 -1.822 3.762
H -4.484 -1.203 2.163
*
```

For the highest occupied orbital energy, the calculation gives -11.7 eV. The calculation puts the LUMO energy at -4.42 eV.

***

No. 3
Formula: C15H24F5N2O5PS5SbSe4W
Source: the OMol25 dataset
Level of theory: ωB97M-V/def2-TZVPD

```
! RIJCOSX wB97M-V def2-TZVPD def2/J DEFGRID3
* xyz 0 2
W -0.772 0.154 -0.394
S -5.016 -2.156 -0.919
Sb -3.015 -2.442 -0.105
S -2.465 -0.126 0.967
S -1.124 -1.240 -1.997
Se 1.157 1.474 -1.702
Se 2.825 2.499 -0.645
Se 4.293 -0.116 -0.883
Se 2.609 -0.911 -1.950
F -1.854 2.948 -0.912
C -1.932 1.718 -1.548
F -1.427 1.912 -2.811
C -3.450 1.556 -1.839
F -4.180 1.504 -0.722
F -3.880 2.607 -2.547
F -3.687 0.458 -2.558
O 3.211 6.844 0.218
C 1.802 6.800 0.243
N 1.294 5.501 0.617
C 0.831 5.241 1.870
O 0.698 6.076 2.741
C 0.481 3.802 2.124
C 0.540 3.311 3.419
C 0.265 1.973 3.636
C -0.071 1.177 2.560
N -0.167 1.651 1.306
C 0.110 2.945 1.105
H 3.527 6.412 -0.582
H 1.387 7.083 -0.726
H 1.475 7.502 1.004
H 1.562 4.713 0.041
H 0.802 3.986 4.223
H 0.310 1.532 4.621
H -0.293 0.129 2.708
H 0.003 3.306 0.097
C 2.474 -3.091 5.008
C 2.464 -2.108 3.857
C 3.320 -2.547 2.679
O 1.086 -1.779 3.491
P 0.089 -2.585 2.546
S -1.761 -2.358 3.104
S 0.413 -2.047 0.605
O 0.647 -4.074 2.665
C -0.160 -5.282 2.616
C -0.429 -5.665 1.177
C 0.622 -6.340 3.364
H 3.473 -3.124 5.444
H 2.212 -4.091 4.667
H 1.770 -2.781 5.779
H 2.831 -1.145 4.225
H 3.008 -3.520 2.306
H 4.354 -2.624 3.018
H 3.284 -1.835 1.853
H -1.098 -5.065 3.132
H 0.508 -5.782 0.631
H -1.025 -4.898 0.686
H -0.980 -6.606 1.142
H 1.583 -6.516 2.879
H 0.060 -7.274 3.369
H 0.797 -6.041 4.396
O 2.377 0.302 1.642
H 3.087 0.953 1.657
H 2.576 -0.370 2.298
*
```

The expectation value of S² is 0.76. For the highest occupied orbital energy (alpha / beta), the calculation gives -8.0 / -8.3 eV. Its energy relative to the best compared isomer or geometry (same formula, charge and spin) is 29.1 kcal per mole. The calculation puts the LUMO energy (alpha / beta) at -2.44 / -2.46 eV.

***

Total energy (a.u.)
-2280.47804 -16599.49066 -13816.55124